{
  "formula": "CHAlFLiO3",
  "method": "ωB97M-V with the def2-TZVPD basis set",
  "elements": ["O", "O", "Li", "Al", "C", "H", "F", "O"],
  "coordinates": [[-1.3480, -0.5831, 0.2154], [0.9197, 1.5317, 0.1602], [2.8617, 1.8024, -0.2241], [-2.4821, -1.5956, 0.9770], [-0.2065, -0.5540, -0.1337], [0.0527, 2.0587, -0.1542], [0.6160, -1.5346, -0.0795], [0.3040, 0.5633, -0.6410]],
  "forces_ev_per_angstrom": [[-2.2452, -0.1047, 0.3377], [-3.4149, 2.0499, -0.1045], [0.8664, 0.3923, -0.1337], [-2.2586, -1.5390, 1.1356], [5.8968, 1.3724, -0.7719], [3.0140, 1.1020, 1.9891], [-1.3102, 0.4316, 0.0145], [-0.5483, -3.7045, -2.4668]],
  "mulliken_charge": [-0.4319, -0.3173, 0.9821, 1.5825, 0.8206, 0.4897, -0.0099, -0.1157],
  "homo_ev": [-25.3002, -26.2258],
  "total_charge": 3,
  "homo_lumo_gap_ev": [9.8, 8.9],
  "max_force_ev_per_a": 6.10,
  "spin_multiplicity": 2,
  "e_tot_ha": -612.85719
}